[1]
ORCA calculation (ωB97M-V/def2-TZVPD) on 6 unconnected molecules or ions with the total composition C12H27N3O12.

Geometry (Å):
C1 0.283 0.000 0.801
C2 -0.835 0.429 -0.120
O1 -1.809 1.014 0.212
N1 -0.460 0.245 -1.545
H1 0.520 0.450 -1.838
H2 -0.386 -0.802 -1.529
C3 -1.472 0.679 -2.550
H3 0.299 0.651 1.676
H4 1.228 0.270 0.316
H5 0.294 -1.053 1.067
H6 -1.090 0.342 -3.510
H7 -1.493 1.767 -2.638
H8 -2.489 0.340 -2.380
C4 -2.467 3.839 1.870
C5 -1.350 4.256 2.790
O2 -0.791 3.478 3.471
N2 -1.036 5.770 2.724
H9 -0.410 5.896 1.922
H10 -1.909 6.170 2.371
C6 -0.650 6.433 4.032
H11 -2.329 4.158 0.835
H12 -3.379 4.373 2.172
H13 -2.698 2.786 1.991
H14 0.361 6.123 4.273
H15 -1.324 6.069 4.803
H16 -0.808 7.493 3.861
C7 3.833 -2.735 1.459
C8 2.696 -3.653 1.737
O3 1.755 -3.487 2.434
N3 2.533 -4.776 0.745
H17 3.490 -5.129 0.636
H18 2.029 -5.618 1.030
C9 1.952 -4.372 -0.598
H19 4.751 -3.271 1.223
H20 3.976 -2.270 2.437
H21 3.587 -1.938 0.750
H22 1.859 -5.293 -1.164
H23 2.696 -3.765 -1.116
H24 1.045 -3.765 -0.570
O4 -1.005 -4.312 -2.628
C10 -1.236 -2.997 -2.290
O5 -1.546 -2.213 -3.182
O6 -0.960 -2.627 -1.092
H25 -0.815 -4.713 -1.772
O7 3.930 -0.780 -1.189
C11 3.466 0.072 -2.177
O8 4.410 0.602 -2.813
O9 2.246 0.344 -2.287
H26 4.884 -0.637 -1.302
O10 -4.184 -1.372 -1.985
C12 -5.020 -0.553 -2.702
O11 -6.102 -0.141 -2.199
O12 -4.648 -0.280 -3.880
H27 -3.423 -1.495 -2.581

Results
DFT total energy, eV: -41916.8341

These are the Mulliken partial charges, in e, on atoms 1 to 2:
1. C -0.8770
2. C 0.7003

=====

[2]
ORCA calculation (ωB97M-V/def2-TZVPD) on C13H15N in the gas phase.

Geometry (Å):
C1 -3.487 -0.629 -0.054
C2 -3.213 0.671 -0.560
C3 -2.380 -1.374 0.248
C4 -1.987 1.303 -0.560
C5 -1.130 -0.880 -0.026
C6 -0.914 0.474 -0.261
C7 0.125 -1.555 0.270
C8 0.312 -2.824 0.681
C9 3.355 -1.374 -0.651
C10 2.142 -0.881 -0.983
C11 1.230 -0.418 0.038
C12 0.918 2.556 1.085
C13 0.907 2.132 -0.380
N1 0.405 0.709 -0.284
H1 -4.477 -0.943 0.015
H2 -4.097 1.307 -0.753
H3 -2.342 -2.416 0.596
H4 -1.858 2.311 -0.879
H5 1.300 -3.180 0.918
H6 -0.552 -3.342 0.989
H7 4.048 -1.905 -1.165
H8 3.492 -1.321 0.499
H9 1.769 -0.858 -1.978
H10 1.864 -0.253 1.021
H11 -0.127 2.575 1.236
H12 1.428 1.857 1.661
H13 1.218 3.648 1.123
H14 0.222 2.676 -0.963
H15 1.828 1.931 -0.881

Results
Energy relative to the best compared isomer or geometry (same formula, charge and spin), eV: 3.236
SMILES: C=C[C@@H]1C(=C)c2ccccc2N1CC

These are the Mulliken partial charges, in e, on atoms 1 to 2:
1. C -0.9393
2. C -0.4232

=====

| no. | F_max (eV Å⁻¹) |
| --- | --- |
| 1 | 3.38 |
| 2 | 5.67 |